Density functional theory data (ωB97M-V/def2-TZVPD) for a structure of composition C20H46P4PbS in a non-equilibrium geometry.

Cartesian coordinates (Å):
Pb: 1.0332 0.1538 0.4671
P: -2.6641 0.2965 -0.6369
P: -1.1741 -1.6512 1.9285
P: 0.0379 -2.4759 -1.7918
H: 2.8330 5.0032 0.3930
C: 3.0993 4.6080 -0.5959
C: 2.2411 4.6476 -1.6622
H: 1.2055 4.9548 -1.5241
C: -3.9802 1.5672 -0.3549
C: -3.8238 -1.1449 -0.7198
C: -2.5269 0.5770 -2.4521
C: 0.0759 -2.1187 3.1920
C: -2.5861 -1.3800 3.0791
C: -1.6098 -3.3473 1.3730
C: 0.8279 -1.7673 -3.2971
C: -1.3211 -3.4034 -2.6109
C: 1.1144 -3.9492 -1.5239
H: 4.0993 4.1607 -0.6843
H: 2.5169 4.2046 -2.6160
H: -3.5430 2.5747 -0.3192
H: -4.5011 1.3986 0.5980
H: -4.7216 1.5349 -1.1711
H: -4.1667 -1.4151 0.2873
H: -3.3281 -2.0264 -1.1467
H: -4.7070 -0.9040 -1.3334
H: -1.9171 1.4747 -2.6233
H: -3.5195 0.7310 -2.9081
H: -2.0189 -0.2639 -2.9466
H: -0.2645 -2.9767 3.7947
H: 0.2744 -1.2714 3.8652
H: 1.0156 -2.3892 2.6878
H: -2.9139 -2.3308 3.5338
H: -3.4356 -0.9526 2.5249
H: -2.3095 -0.6843 3.8856
H: -1.8648 -3.9866 2.2320
H: -0.7669 -3.7956 0.8307
H: -2.4736 -3.3139 0.6977
H: 1.2480 -2.5817 -3.9075
H: 1.6349 -1.0701 -3.0220
H: 0.0724 -1.2254 -3.8907
H: -0.8906 -4.0984 -3.3364
H: -2.0146 -2.7328 -3.1254
H: -1.8612 -3.9793 -1.8555
H: 1.3475 -4.4194 -2.4907
H: 0.5958 -4.6550 -0.8589
H: 2.0620 -3.6738 -1.0499
C: 4.1709 -0.5272 -0.9355
C: 5.4122 -0.8260 -0.3467
C: 6.5622 -0.1925 -0.7905
C: 6.4492 0.8013 -1.7450
C: 5.2047 1.2750 -2.1147
C: 4.0396 0.6712 -1.6918
S: 2.7768 -1.4734 -0.3050
H: -0.4224 1.5053 0.7983
H: 5.4621 -1.6046 0.4117
H: 7.5250 -0.5936 -0.5832
H: 7.3007 1.1611 -2.2713
H: 5.0919 2.0574 -2.8394
H: 3.0424 1.0748 -1.8714
C: -2.9681 2.2570 2.9784
P: -1.3393 1.9051 2.0792
C: -1.1163 3.6350 1.4862
C: -0.3071 1.9932 3.5923
H: -3.7021 2.7073 2.2987
H: -2.7968 2.9592 3.8167
H: -3.4197 1.3448 3.3866
H: -1.1097 4.3511 2.3172
H: -0.1500 3.7040 0.9725
H: -1.8898 3.8750 0.7463
H: -0.3044 1.0332 4.1293
H: 0.7226 2.2140 3.2946
H: -0.6653 2.7889 4.2711

Properties
**Gap between HOMO and LUMO (alpha / beta)**: 0.145 / 0.114 Eh
**Charge**: +4
**Max |F|**: 4.49 eV Å⁻¹
**ΔE to the lowest compared entry with this formula, charge and spin**: 3.694 eV
**Lowest unoccupied orbital energy (alpha / beta)**: -15.1 / -16.0 eV

Results of the Mulliken charge analysis, in e, for atoms 1 through 5: 1.265 0.831 0.729 0.686 0.303